# 1
Computed, not measured: one molecule with the formula C11H15N2P, with wB97M-V/def2-TZVPD.

Output
- Kohn-Sham gap (eV) = 6.967
- lowest unoccupied orbital energy (eV) = -0.9
- HOMO level (eV) = -7.8
- multiplicity = 1
- molar mass (g mol⁻¹) = 206.2
- SMILES = [H]/P=C1\C=CC(CCCC)=C[C@H]1N=C=N

Element x y z (Å)
H: -1.24663 3.26340 -3.77745
P: -2.36298 2.53370 -3.15618
C: -1.43939 1.70093 -1.97007
C: -0.19389 2.19260 -1.40041
C: 0.57139 1.41191 -0.57414
C: 0.06648 0.32755 0.17584
C: 0.97417 -0.37484 1.19226
C: 2.10249 -1.22918 0.60729
C: 3.19772 -1.73691 1.60178
C: 2.38466 -2.37321 2.78257
C: -1.16613 -0.13348 -0.14537
C: -1.91818 0.38717 -1.39725
N: -3.27520 0.47886 -1.06044
C: -4.30235 1.02221 -1.40715
N: -5.48089 1.10718 -1.58746
H: 0.02636 3.08019 -1.82448
H: 1.58121 1.62914 -0.17116
H: 1.22260 0.45329 1.90423
H: 0.30303 -0.88017 1.75772
H: 2.41711 -0.64578 -0.20548
H: 1.59058 -2.00106 0.15720
H: 3.95893 -2.44316 1.16111
H: 3.73748 -0.85934 2.01553
H: 3.12813 -2.64919 3.44796
H: 2.09729 -3.31214 2.33531
H: 1.61284 -1.77824 3.30901
H: -1.77369 -0.82686 0.25951
H: -1.77805 -0.23121 -2.29187
H: -6.03510 1.88665 -1.73841

---

# 2
Computed, not measured: C3H4N2OS as an isolated structure, with wB97M-V/def2-TZVPD.

Output
- expectation value of S² = 2.054
- Kohn-Sham gap (alpha / beta) (eV) = 5.509 / 6.657
- lowest unoccupied orbital energy (alpha / beta) (eV) = -0.3 / -3.3
- HOMO level (alpha / beta) (eV) = -5.9 / -10.0
- multiplicity = 3
- molar mass (g mol⁻¹) = 116.1

Element x y z (Å)
C: -0.44950 1.44852 0.26974
C: -0.83131 0.37488 0.97808
C: 0.75882 1.90823 -0.34433
N: 1.77040 1.98644 -0.86877
N: 1.00980 -2.63553 -0.29636
O: 0.00606 -0.59044 1.23362
S: 0.90021 -1.13725 -0.26888
H: -1.24662 2.15816 -0.10862
H: -1.97292 0.18035 1.08335
H: -0.37546 -0.17490 -1.11353
H: 0.43052 -3.51846 -0.56430

---

# 3
Computed, not measured: C35H38MnN10O2PS as an isolated structure, with wB97M-V/def2-TZVPD.

Output
- expectation value of S² = 6.111
- Kohn-Sham gap (alpha / beta) (eV) = 6.384 / 7.571
- total charge = +2
- lowest unoccupied orbital energy (alpha / beta) (eV) = -6.9 / -5.7
- HOMO level (alpha / beta) (eV) = -13.3 / -13.3
- multiplicity = 5
- molar mass (g mol⁻¹) = 748.7

Element x y z (Å)
Mn: 0.39641 0.29980 -0.67396
C: -1.23388 -3.32348 3.17190
C: 0.19219 -2.95133 3.04069
N: 1.14409 -3.27280 3.85678
N: 2.26412 -2.70503 3.32643
C: 2.04117 -2.02416 2.19820
S: 3.13647 -1.16745 1.26278
N: 0.69889 -2.19027 2.00278
N: -0.03422 -1.61187 0.96200
H: -1.38065 -3.79027 4.14198
H: -1.52282 -4.03338 2.39595
H: -1.88004 -2.44928 3.09060
H: 3.16023 -2.82860 3.77174
H: -0.94039 -1.30925 1.34553
H: -0.22970 -2.33449 0.26906
N: 2.17145 2.16539 1.03324
P: 0.49911 1.92774 1.06304
C: -0.23941 3.56709 1.08305
C: -0.31906 4.19502 2.33413
C: -0.74060 5.51004 2.42016
C: -1.09355 6.20156 1.26865
C: -1.00935 5.58357 0.03034
C: -0.57558 4.27077 -0.07138
C: 0.10130 1.17591 2.64272
C: 1.09562 0.66042 3.47079
C: 0.74437 0.05870 4.67090
C: -0.59066 -0.04260 5.03345
C: -1.58255 0.47881 4.21088
C: -1.23972 1.09877 3.02156
C: 2.91394 1.76664 -0.05376
C: 4.24953 2.14872 -0.18502
C: 4.95880 1.71959 -1.27889
C: 4.33387 0.92305 -2.23975
C: 3.02187 0.58503 -2.04894
N: 2.30889 0.98728 -0.96914
H: 2.59846 2.84550 1.65101
H: -0.06536 3.66270 3.24102
H: -0.80010 5.99233 3.38545
H: -1.43132 7.22614 1.33932
H: -1.27706 6.12574 -0.86554
H: -0.49949 3.80702 -1.04362
H: 2.13635 0.73191 3.18067
H: 1.51390 -0.32656 5.32478
H: -0.86044 -0.51399 5.96860
H: -2.62128 0.41620 4.50282
H: -2.01482 1.53634 2.40385
H: 4.70482 2.76816 0.57328
H: 5.99502 2.00394 -1.39322
H: 4.85810 0.57749 -3.11711
H: 2.48101 -0.02687 -2.75496
O: -1.04839 1.86740 -1.86493
C: -1.95111 1.30928 -1.23493
N: -1.61336 0.31366 -0.36915
C: -2.75898 -0.12891 0.29240
O: -2.77752 -0.97313 1.16194
C: -3.91034 0.64344 -0.26847
C: -5.25647 0.57409 0.01524
C: -6.09559 1.42785 -0.70046
C: -5.59481 2.30644 -1.65656
C: -4.23017 2.37179 -1.93602
C: -3.41042 1.52401 -1.22158
H: -5.64389 -0.11133 0.75533
H: -7.15963 1.40686 -0.51205
H: -6.27916 2.94891 -2.19236
H: -3.83770 3.05210 -2.67851
C: 2.56783 -4.49474 -2.60061
C: 2.44217 -3.91909 -1.20784
N: 1.67936 -2.66872 -1.24681
C: 0.90514 -2.25663 -2.26907
N: 0.39967 -1.01660 -2.21152
C: -0.40413 -0.54740 -3.35888
C: -0.05500 -1.26494 -4.64435
C: -0.17586 -2.75025 -4.40966
N: 0.67165 -3.11225 -3.27702
C: 1.19396 -4.48056 -3.23820
H: 2.95466 -5.51125 -2.55691
H: 3.25697 -3.89792 -3.20134
H: 3.41208 -3.68841 -0.76867
H: 1.93837 -4.63143 -0.54783
H: 2.02997 -1.95087 -0.61030
H: -0.24370 0.52462 -3.47281
H: -1.46857 -0.68815 -3.13687
H: 0.96587 -1.02372 -4.95173
H: -0.72489 -0.94424 -5.44087
H: 0.16866 -3.32237 -5.26985
H: -1.21390 -3.03733 -4.21373
H: 1.22628 -4.84045 -4.26467
H: 0.50307 -5.12545 -2.68518

---

# 4
Computed, not measured: C23H17Cl2I2N5O3RuS as an isolated structure, with wB97M-V/def2-TZVPD.

Output
- expectation value of S² = 0.756
- Kohn-Sham gap (alpha / beta) (eV) = 5.962 / 6.044
- total charge = +1
- lowest unoccupied orbital energy (alpha / beta) (eV) = -4.0 / -3.9
- HOMO level (alpha / beta) (eV) = -9.9 / -10.0
- multiplicity = 2
- molar mass (g mol⁻¹) = 869.3

Element x y z (Å)
Ru: 0.48721 0.31771 -0.22326
Cl: 2.47679 -2.26993 -6.73613
C: 2.23282 -1.83973 -5.07813
C: 2.15447 -2.85128 -4.10760
C: 1.98402 -2.52925 -2.78660
Cl: 1.82053 -3.75592 -1.58614
C: 1.92040 -1.18078 -2.35052
O: 1.89760 -0.90173 -1.09235
C: 1.89781 -0.19526 -3.36280
C: 1.62453 1.14878 -3.00886
O: 1.35811 1.58293 -1.87453
C: 2.07556 -0.53511 -4.71798
H: 2.21074 -3.88884 -4.40805
H: 1.63357 1.86922 -3.83836
H: 2.06414 0.23816 -5.47670
I: -2.38828 -2.39947 -3.54930
C: -2.39022 -2.50847 -1.47004
C: -3.24431 -3.38432 -0.78434
C: -3.18855 -3.49721 0.58024
I: -4.50537 -4.81376 1.53537
C: -2.26008 -2.72708 1.31613
C: -2.05369 -2.79433 2.71091
C: -1.12958 -1.98051 3.30799
C: -0.39425 -1.07952 2.52278
N: -0.54867 -1.01060 1.22052
C: -1.44955 -1.81533 0.60243
C: -1.48919 -1.69949 -0.80190
O: -0.67107 -0.88667 -1.40283
H: -3.94949 -3.97744 -1.35010
H: -2.62719 -3.49717 3.30043
H: -0.94807 -2.02838 4.37216
H: 0.33880 -0.41959 2.96474
C: -1.48040 2.70791 3.38730
N: -2.30764 2.23864 2.27385
C: -3.76407 2.27284 2.42313
C: -1.74051 1.86976 1.16509
N: -1.23954 1.54027 0.17036
H: -1.58266 3.78670 3.51289
H: -0.43776 2.46411 3.19506
H: -1.80084 2.21181 4.30227
H: -4.09853 3.29918 2.57249
H: -4.05517 1.67088 3.28313
H: -4.23598 1.87086 1.53076
S: 2.64379 -0.23518 1.69322
C: 2.69670 1.33614 1.18549
N: 3.85807 2.06721 1.11618
C: 3.89596 3.30281 0.58771
C: 2.73955 3.89246 0.17435
C: 1.55059 3.17941 0.35511
N: 1.52450 1.94536 0.82564
H: 4.70627 1.61032 1.42496
H: 4.86438 3.77865 0.52225
H: 2.73624 4.88511 -0.24574
H: 0.58748 3.61513 0.11728

---

Listing energy relative to the best compared isomer or geometry (same formula, charge and spin) for the structures above in their given order: 14.6; 123.7; 0.0; 31.9 kcal/mol.